Computed, not measured: a structure of composition C51H49Cl4NO3P4Y, with ωB97M-V/def2-TZVPD.

Positions of all 113 atoms, in Å:
Y (0.34082, 0.11138, 0.75582)
O (-1.81484, 0.07941, -1.66034)
C (-3.04487, 0.71169, -1.47418)
C (-3.63114, 1.43346, -2.50193)
C (-4.82799, 2.09008, -2.26776)
C (-5.42499, 2.03183, -1.01482)
C (-4.80860, 1.33292, 0.00982)
C (-3.60498, 0.65935, -0.20153)
P (-2.58154, -0.02983, 1.14205)
C (-2.91195, -1.81059, 1.24493)
C (-2.74413, -2.48471, 2.45300)
C (-2.81713, -3.87005, 2.49357)
C (-3.04378, -4.59008, 1.33066)
C (-3.21508, -3.92256, 0.12480)
C (-3.15006, -2.53946, 0.08116)
C (-3.28708, 0.70436, 2.64162)
C (-2.59375, 1.75958, 3.22562)
C (-3.08360, 2.39347, 4.35683)
C (-4.27719, 1.96565, 4.92045)
C (-4.97613, 0.91109, 4.34852)
C (-4.48653, 0.28352, 3.21249)
C (-1.64015, -0.71186, -2.78876)
C (-2.71190, -1.32628, -3.42552)
C (-2.48282, -2.10767, -4.54483)
C (-1.19432, -2.28470, -5.03107)
C (-0.13405, -1.70085, -4.36361)
C (-0.33447, -0.91014, -3.23015)
P (1.06793, -0.30966, -2.23583)
C (1.73890, 1.11877, -3.14208)
C (1.10600, 1.67703, -4.24766)
C (1.66209, 2.77701, -4.89177)
C (2.85794, 3.31702, -4.44399)
C (3.49258, 2.76811, -3.33575)
C (2.92869, 1.68643, -2.67973)
C (2.27594, -1.64697, -2.54475)
C (3.34088, -1.55026, -3.43809)
C (4.15915, -2.65010, -3.67139)
C (3.90976, -3.85371, -3.02740)
C (2.84940, -3.95329, -2.13406)
C (2.04019, -2.85463, -1.88383)
H (-3.15914, 1.47071, -3.47483)
H (-5.29333, 2.65276, -3.06602)
H (-6.36114, 2.54166, -0.83393)
H (-5.25429, 1.32287, 0.99652)
H (-2.53819, -1.93454, 3.36156)
H (-2.67768, -4.38356, 3.43609)
H (-3.08418, -5.67063, 1.36242)
H (-3.39571, -4.48154, -0.78392)
H (-3.28270, -2.03104, -0.86559)
H (-1.64757, 2.07360, 2.79668)
H (-2.53274, 3.21001, 4.80546)
H (-4.65980, 2.44995, 5.80880)
H (-5.90439, 0.57416, 4.78984)
H (-5.03635, -0.53915, 2.77400)
H (-3.71758, -1.18982, -3.05478)
H (-3.31988, -2.58523, -5.03641)
H (-1.01741, -2.88957, -5.90921)
H (0.87700, -1.87224, -4.71178)
H (0.18622, 1.24296, -4.62064)
H (1.16457, 3.20072, -5.75418)
H (3.29619, 4.16351, -4.95543)
H (4.42514, 3.18800, -2.98118)
H (3.42137, 1.26847, -1.80764)
H (3.52747, -0.62916, -3.97280)
H (4.97886, -2.56756, -4.37320)
H (4.53774, -4.71330, -3.22170)
H (2.65399, -4.88570, -1.62024)
H (1.23161, -2.93575, -1.16441)
C (1.04361, 4.13094, -1.23393)
P (0.06861, 3.13412, -0.05730)
C (-1.62925, 3.64329, -0.50259)
C (0.34896, 4.08339, 1.49999)
C (1.72145, 3.79786, 2.11810)
P (1.88385, 2.02731, 2.60578)
C (1.25799, 2.00159, 4.31196)
C (3.68702, 1.85687, 2.81999)
H (0.73464, 5.17657, -1.18011)
H (0.88757, 3.76024, -2.24675)
H (2.10803, 4.05928, -1.01614)
H (-1.75576, 4.72467, -0.42244)
H (-2.36943, 3.14951, 0.12817)
H (-1.82091, 3.34451, -1.53444)
H (-0.44138, 3.82607, 2.21142)
H (0.23146, 5.14845, 1.27972)
H (1.89077, 4.44103, 2.98542)
H (2.51892, 4.02156, 1.40371)
H (1.75952, 2.73966, 4.94009)
H (1.39499, 1.00298, 4.72616)
H (0.18208, 2.18272, 4.30880)
H (4.09028, 2.62586, 3.48075)
H (4.17760, 1.92415, 1.84872)
H (3.90742, 0.87772, 3.24610)
Cl (1.03225, -6.14110, 3.70289)
C (0.70646, -4.46318, 3.47688)
C (0.42279, -3.64960, 4.56490)
Cl (0.38412, -4.30601, 6.15840)
C (0.15912, -2.29003, 4.36670)
Cl (-0.25788, -1.25378, 5.68616)
C (0.17434, -1.73965, 3.09339)
O (-0.08815, -0.46540, 2.83090)
C (0.44184, -2.57686, 1.98203)
O (0.39828, -1.99191, 0.78481)
C (0.71875, -3.91715, 2.18779)
Cl (1.00692, -4.91657, 0.80663)
C (6.06839, -0.88155, -0.57916)
C (4.97850, -1.74005, 0.06543)
C (3.76675, -0.97369, 0.33353)
N (2.82033, -0.35832, 0.53693)
H (6.95450, -1.49074, -0.74512)
H (6.34495, -0.04367, 0.05958)
H (5.73406, -0.49806, -1.54221)
H (5.30571, -2.17395, 1.01175)
H (4.68463, -2.56443, -0.58728)

Cartesian forces, eV/Å:
Y 0.212 0.222 0.424
O -0.038 -0.008 -0.022
C 0.046 -0.061 -0.047
C -0.017 -0.047 -0.002
C -0.011 0.002 0.021
C 0.026 -0.006 -0.022
C -0.007 0.003 0.006
C 0.003 -0.014 -0.028
P 0.132 0.177 0.101
C -0.065 -0.019 -0.133
C -0.006 0.044 -0.008
C -0.008 0.041 0.009
C 0.015 0.008 -0.023
C -0.003 -0.010 0.026
C -0.012 -0.032 0.020
C 0.013 0.004 -0.009
C 0.039 0.010 0.008
C -0.029 -0.004 -0.003
C 0.034 0.006 -0.025
C -0.002 -0.021 -0.026
C 0.017 -0.009 0.035
C -0.029 0.033 0.026
C 0.027 0.065 0.018
C 0.023 -0.012 -0.007
C -0.026 0.023 0.011
C 0.017 -0.007 -0.004
C -0.047 -0.025 -0.003
P 0.016 -0.131 0.182
C -0.020 0.001 -0.020
C 0.005 0.000 -0.036
C -0.005 -0.016 0.017
C -0.004 0.001 0.017
C 0.002 -0.012 -0.004
C -0.004 -0.029 -0.023
C 0.033 0.005 -0.036
C -0.030 -0.021 0.040
C -0.020 0.015 0.007
C -0.002 0.020 0.009
C 0.014 0.023 0.020
C 0.014 0.008 0.025
H 0.011 -0.005 -0.015
H 0.000 -0.002 -0.006
H -0.005 0.005 0.003
H 0.006 0.016 -0.049
H -0.029 0.052 0.042
H -0.001 -0.004 0.011
H -0.003 -0.009 0.001
H -0.004 -0.001 -0.012
H -0.001 -0.010 0.022
H -0.009 -0.035 0.011
H 0.007 0.006 0.007
H -0.005 -0.002 0.008
H -0.009 -0.004 0.004
H 0.002 -0.068 -0.010
H -0.029 0.011 -0.001
H -0.008 0.004 -0.001
H 0.000 -0.010 -0.003
H -0.012 -0.005 0.000
H 0.001 0.007 0.003
H 0.000 0.005 -0.003
H 0.003 0.004 -0.003
H 0.005 0.007 -0.002
H 0.006 -0.015 0.008
H 0.010 0.070 -0.009
H 0.008 -0.001 -0.002
H 0.006 -0.004 -0.003
H 0.005 0.011 -0.012
H 0.015 0.010 -0.018
C 0.024 -0.041 -0.027
P -0.254 0.006 0.106
C 0.018 0.064 -0.047
C 0.029 0.014 0.039
C 0.004 0.025 0.033
P -0.175 -0.026 -0.197
C -0.022 0.012 0.035
C 0.027 -0.015 0.042
H -0.004 -0.003 0.002
H 0.011 -0.005 -0.026
H 0.003 -0.004 0.007
H 0.034 0.005 0.004
H 0.024 0.000 0.031
H -0.022 0.011 0.030
H -0.032 -0.025 -0.037
H 0.005 -0.008 0.004
H 0.018 -0.005 -0.003
H -0.014 -0.014 -0.026
H -0.001 0.010 -0.013
H -0.004 -0.006 -0.021
H 0.016 0.011 0.028
H -0.024 0.006 0.005
H 0.002 0.006 0.000
H -0.009 -0.009 -0.002
Cl -0.003 0.012 -0.003
C -0.002 -0.004 -0.007
C -0.022 -0.014 0.022
Cl 0.005 0.007 -0.015
C -0.057 0.014 -0.010
Cl 0.012 0.004 0.012
C 0.019 -0.053 -0.046
O 0.238 0.054 -0.283
C 0.068 0.075 -0.006
O 0.014 -0.345 -0.101
C -0.108 -0.047 -0.003
Cl -0.007 -0.011 0.018
C 0.010 0.006 -0.007
C -0.078 -0.011 -0.004
C 0.002 0.023 0.062
N -0.012 0.031 -0.070
H -0.006 -0.004 -0.003
H -0.003 -0.006 0.006
H -0.007 0.010 -0.007
H 0.015 0.014 0.003
H -0.008 -0.025 -0.032

Calculated values
Highest occupied orbital energy ... -9.20 eV
Gap between HOMO and LUMO ... 0.2665 Ha
E_LUMO ... -1.947 eV
Relative energy (zero: lowest compared OMol25 entry of this formula, charge and spin) ... 0.0 kcal/mol
Charge ... +1

Mulliken population analysis, charges in e, atoms 1 to 99: atom 1 (Y): -1.888, atom 2 (O): 1.591, atom 3 (C): -0.017, atom 4 (C): -0.218, atom 5 (C): -0.806, atom 6 (C): -0.990, atom 7 (C): -0.774, atom 8 (C): -0.381, atom 9 (P): 2.781, atom 10 (C): 0.511, atom 11 (C): -0.633, atom 12 (C): -0.687, atom 13 (C): -0.835, atom 14 (C): -0.642, atom 15 (C): -0.442, atom 16 (C): -0.369, atom 17 (C): 0.148, atom 18 (C): -0.484, atom 19 (C): -0.835, atom 20 (C): -0.779, atom 21 (C): -0.301, atom 22 (C): -0.010, atom 23 (C): -0.636, atom 24 (C): -1.004, atom 25 (C): -0.983, atom 26 (C): -0.255, atom 27 (C): -0.698, atom 28 (P): 2.312, atom 29 (C): 0.333, atom 30 (C): -0.920, atom 31 (C): -0.635, atom 32 (C): -0.750, atom 33 (C): -0.553, atom 34 (C): -0.312, atom 35 (C): 0.496, atom 36 (C): -0.648, atom 37 (C): -0.747, atom 38 (C): -0.746, atom 39 (C): -0.553, atom 40 (C): 0.081, atom 41 (H): 0.543, atom 42 (H): 0.451, atom 43 (H): 0.472, atom 44 (H): 0.492, atom 45 (H): 0.439, atom 46 (H): 0.462, atom 47 (H): 0.415, atom 48 (H): 0.489, atom 49 (H): 0.146, atom 50 (H): -0.069, atom 51 (H): 0.474, atom 52 (H): 0.416, atom 53 (H): 0.451, atom 54 (H): 0.546, atom 55 (H): 0.537, atom 56 (H): 0.480, atom 57 (H): 0.456, atom 58 (H): 0.541, atom 59 (H): 0.389, atom 60 (H): 0.429, atom 61 (H): 0.379, atom 62 (H): 0.476, atom 63 (H): 0.256, atom 64 (H): 0.420, atom 65 (H): 0.469, atom 66 (H): 0.404, atom 67 (H): 0.370, atom 68 (H): -0.286, atom 69 (C): -1.431, atom 70 (P): 1.349, atom 71 (C): -1.428, atom 72 (C): -0.902, atom 73 (C): -1.511, atom 74 (P): 1.501, atom 75 (C): -1.195, atom 76 (C): -1.490, atom 77 (H): 0.609, atom 78 (H): 0.239, atom 79 (H): 0.425, atom 80 (H): 0.626, atom 81 (H): 0.179, atom 82 (H): 0.310, atom 83 (H): 0.236, atom 84 (H): 0.654, atom 85 (H): 0.665, atom 86 (H): 0.366, atom 87 (H): 0.520, atom 88 (H): 0.230, atom 89 (H): 0.162, atom 90 (H): 0.496, atom 91 (H): 0.308, atom 92 (H): 0.387, atom 93 (Cl): -0.200, atom 94 (C): 0.401, atom 95 (C): 0.446, atom 96 (Cl): -0.208, atom 97 (C): 0.686, atom 98 (Cl): -0.219, atom 99 (C): -1.107